Version A
{
  "formula": "C4H3NOS",
  "method": "ωB97M-V with the def2-TZVPD basis set",
  "species": ["C", "C", "N", "C", "O", "C", "S", "H", "H", "H"],
  "coordinates": [[0.478, 0.168, -0.027], [-0.547, -0.678, 0.011], [-1.910, -0.425, 0.116], [-3.033, -1.199, -0.021], [-3.407, -2.326, -0.050], [-3.118, 0.271, 0.006], [-3.599, 1.812, -0.011], [1.395, -0.334, -0.123], [0.517, 1.229, -0.272], [-0.347, -1.682, 0.075]],
  "mulliken_charge": [-0.749, 0.047, 0.076, 0.440, -0.485, 0.102, -0.344, 0.266, 0.301, 0.346]
}

***

Version B
{
  "formula": "C4H3NOS",
  "method": "ωB97M-V with the def2-TZVPD basis set",
  "species": ["S", "C", "N", "C", "C", "C", "O", "H", "H", "H"],
  "coordinates": [[-3.161, -0.033, 0.065], [-1.531, 0.040, -0.074], [-0.835, 1.238, -0.127], [0.463, 1.186, 0.017], [1.212, -0.061, 0.141], [0.509, -1.201, -0.040], [-0.845, -1.154, -0.078], [1.019, 2.162, -0.088], [2.263, -0.004, 0.308], [0.906, -2.173, -0.124]],
  "mulliken_charge": [-0.320, 0.253, -0.419, 0.131, -0.457, -0.082, -0.270, 0.358, 0.364, 0.442]
}

***

Quick one: most stable of them? version B